# 1
The following is a quantum chemistry calculation of a structure of composition C2H8ClHfNP in a non-equilibrium geometry, from OMol25.

CARTESIAN COORDINATES (ANGSTROEM)
1 N 2.20 0.89 0.49
2 C 1.72 -0.08 -0.10
3 C 0.62 -0.99 0.42
4 P -1.27 0.11 0.17
5 Cl -1.74 -0.79 1.95
6 H 1.82 1.28 1.36
7 H 2.16 -0.42 -1.06
8 H 0.53 -1.91 -0.16
9 H 0.74 -1.22 1.48
10 H -1.72 -1.03 -0.59
11 H -2.53 0.76 -0.01
12 H -0.68 1.24 0.83
13 H -0.78 0.78 -1.35
14 Hf -0.98 1.22 -3.28

Results
Total charge: +3
Strongest force on any atom (eV Å⁻¹): 4.28
LUMO (eV): -16.88
Frontier orbital gap (eV): 4.80
Energy relative to the best compared isomer or geometry (same formula, charge and spin) (kcal per mole): 0.00
Highest occupied orbital energy (eV): -21.7

=====

# 2
The following is a quantum chemistry calculation of an isolated molecule of C4H6OS in a non-equilibrium geometry, from OMol25.

CARTESIAN COORDINATES (ANGSTROEM)
1 C 0.33 -0.89 0.33
2 C 0.05 0.11 1.18
3 C 0.57 0.65 -0.07
4 C -0.46 1.33 -0.86
5 H -0.32 -2.55 -1.58
6 H 1.25 -1.36 0.44
7 H 0.60 -0.03 2.03
8 H -1.00 0.32 1.44
9 H 1.62 0.98 -0.14
10 H -1.52 1.32 -0.61
11 O -0.06 2.02 -1.74
12 S -1.06 -1.90 -0.42

Results
Strongest force on any atom (eV Å⁻¹): 6.50
SMILES string: O=C[C@H]1C[C@H]1S
LUMO (eV): 0.61
Frontier orbital gap (eV): 9.81
Energy relative to the best compared isomer or geometry (same formula, charge and spin) (kcal per mole): 64.98
Highest occupied orbital energy (eV): -9.2

=====

# 3
The following is a quantum chemistry calculation of a cluster of 15 separate species, C66H146O41S4 in total in a non-equilibrium geometry, from OMol25.

CARTESIAN COORDINATES (ANGSTROEM)
1 C 0.00 1.29 -5.93
2 C 1.47 1.08 -5.45
3 C 1.35 0.15 -4.27
4 O 0.00 -0.31 -4.33
5 C -0.67 0.01 -5.56
6 H -0.04 1.62 -6.97
7 H -0.46 2.09 -5.31
8 H 1.91 2.06 -5.27
9 H 2.06 0.60 -6.24
10 H 1.55 0.64 -3.31
11 H 2.02 -0.70 -4.40
12 H -1.76 -0.04 -5.35
13 H -0.46 -0.77 -6.33
14 C -0.74 -4.05 -4.56
15 C -1.04 -4.86 -3.31
16 C 0.29 -5.52 -2.96
17 O 1.29 -4.72 -3.56
18 C 0.69 -3.65 -4.35
19 H -1.44 -3.21 -4.65
20 H -0.79 -4.61 -5.48
21 H -1.81 -5.61 -3.42
22 H -1.31 -4.28 -2.41
23 H 0.39 -6.56 -3.34
24 H 0.39 -5.54 -1.86
25 H 1.29 -3.60 -5.27
26 H 0.77 -2.65 -3.87
27 C -1.70 -0.99 -0.13
28 C -0.90 -1.30 -1.42
29 C 0.15 -2.23 -0.92
30 O 0.51 -1.77 0.37
31 C -0.72 -1.32 1.00
32 H -2.64 -1.56 -0.11
33 H -1.97 0.07 -0.15
34 H -0.46 -0.39 -1.80
35 H -1.57 -1.75 -2.17
36 H 1.05 -2.31 -1.54
37 H -0.29 -3.24 -0.78
38 H -0.54 -0.44 1.60
39 H -1.12 -2.11 1.62
40 C -4.85 -3.95 6.26
41 C -4.09 -5.10 5.59
42 C -3.78 -4.48 4.23
43 O -4.05 -3.06 4.29
44 C -5.21 -2.99 5.15
45 H -4.18 -3.45 7.00
46 H -5.73 -4.37 6.76
47 H -4.72 -6.00 5.48
48 H -3.19 -5.46 6.12
49 H -4.47 -5.00 3.50
50 H -2.76 -4.63 3.87
51 H -6.06 -3.30 4.55
52 H -5.39 -1.97 5.46
53 C 0.80 1.80 0.38
54 O 0.93 3.23 0.31
55 C 2.00 3.73 1.14
56 C 1.59 4.09 2.52
57 O 0.70 5.14 2.55
58 C 0.67 5.65 3.88
59 C -0.14 6.91 3.89
60 O 0.67 8.01 3.43
61 C -0.04 9.22 3.36
62 H 0.64 1.52 1.44
63 H 1.72 1.35 -0.03
64 H -0.11 1.67 -0.20
65 H 2.41 4.66 0.69
66 H 2.78 2.96 1.16
67 H 2.53 4.35 3.04
68 H 1.18 3.19 2.99
69 H 1.66 5.91 4.31
70 H 0.16 4.92 4.51
71 H -0.46 7.04 4.94
72 H -1.04 6.91 3.26
73 H 0.61 9.91 2.84
74 H -0.30 9.62 4.35
75 H -0.94 9.06 2.75
76 C 4.18 -0.73 -2.47
77 O 4.70 0.53 -2.84
78 C 4.78 1.34 -1.70
79 C 5.24 2.75 -1.99
80 O 4.48 3.44 -2.93
81 C 3.14 3.57 -2.60
82 C 2.68 4.84 -3.28
83 O 3.00 5.98 -2.55
84 C 4.34 6.45 -2.78
85 H 3.96 -1.36 -3.35
86 H 3.28 -0.46 -1.88
87 H 4.89 -1.23 -1.78
88 H 5.56 0.92 -1.02
89 H 3.85 1.29 -1.12
90 H 6.30 2.69 -2.32
91 H 5.16 3.32 -1.05
92 H 2.98 3.67 -1.49
93 H 2.55 2.68 -2.98
94 H 1.60 4.90 -3.33
95 H 3.11 4.82 -4.28
96 H 4.31 7.49 -2.44
97 H 4.55 6.43 -3.87
98 H 5.00 5.78 -2.25
99 C 3.80 -5.58 -6.32
100 O 4.39 -6.90 -6.41
101 C 4.45 -7.57 -5.14
102 C 5.67 -7.29 -4.37
103 O 5.66 -5.96 -3.88
104 C 6.78 -5.72 -3.09
105 C 6.52 -4.44 -2.38
106 O 5.59 -4.63 -1.29
107 C 4.15 -4.63 -1.59
108 H 2.75 -5.70 -6.05
109 H 3.96 -5.13 -7.27
110 H 4.35 -5.03 -5.56
111 H 4.46 -8.65 -5.31
112 H 3.50 -7.36 -4.65
113 H 6.51 -7.38 -5.08
114 H 5.87 -8.06 -3.57
115 H 7.70 -5.75 -3.73
116 H 6.86 -6.55 -2.35
117 H 6.20 -3.66 -3.06
118 H 7.43 -4.16 -1.83
119 H 3.62 -4.38 -0.69
120 H 3.78 -5.59 -1.99
121 H 3.95 -3.94 -2.44
122 C -7.48 0.47 4.73
123 O -6.40 -0.30 4.23
124 C -5.26 0.54 4.05
125 C -4.40 -0.04 2.99
126 O -4.59 0.58 1.72
127 C -5.85 0.18 1.17
128 C -6.02 -1.31 1.08
129 O -5.10 -1.90 0.16
130 C -5.15 -3.33 0.25
131 H -8.34 -0.18 4.70
132 H -7.65 1.34 4.08
133 H -7.25 0.82 5.73
134 H -4.69 0.70 5.00
135 H -5.61 1.54 3.77
136 H -4.46 -1.13 2.90
137 H -3.33 0.15 3.21
138 H -5.76 0.64 0.17
139 H -6.67 0.67 1.73
140 H -7.08 -1.54 0.80
141 H -5.89 -1.77 2.06
142 H -6.13 -3.65 -0.10
143 H -5.01 -3.69 1.29
144 H -4.34 -3.69 -0.39
145 C 3.51 10.49 1.64
146 O 3.22 10.48 0.27
147 C 3.27 9.19 -0.35
148 C 2.21 8.21 0.15
149 O 0.89 8.76 0.01
150 C -0.08 7.74 0.13
151 C -0.23 6.86 -1.12
152 O -1.44 6.13 -0.96
153 C -1.53 5.06 -1.86
154 H 2.97 9.76 2.22
155 H 3.24 11.47 2.05
156 H 4.60 10.29 1.81
157 H 4.28 8.82 -0.13
158 H 3.12 9.33 -1.41
159 H 2.37 7.91 1.20
160 H 2.24 7.29 -0.49
161 H -1.03 8.26 0.27
162 H 0.15 7.03 0.95
163 H 0.63 6.15 -1.20
164 H -0.24 7.53 -2.03
165 H -0.81 4.26 -1.59
166 H -1.28 5.37 -2.89
167 H -2.53 4.64 -1.77
168 C 4.29 1.61 2.95
169 O 4.07 0.95 1.80
170 C 3.32 -0.31 1.84
171 C 3.75 -1.37 2.90
172 O 5.05 -1.89 2.95
173 C 5.65 -2.24 1.72
174 C 7.00 -2.88 2.02
175 O 8.05 -1.95 2.20
176 C 9.22 -2.64 2.70
177 H 3.39 1.73 3.58
178 H 4.55 2.64 2.61
179 H 5.11 1.30 3.60
180 H 3.42 -0.75 0.86
181 H 2.26 -0.01 2.04
182 H 3.04 -2.21 2.73
183 H 3.62 -0.94 3.89
184 H 5.86 -1.35 1.08
185 H 5.03 -2.98 1.18
186 H 7.28 -3.51 1.16
187 H 6.91 -3.62 2.84
188 H 9.62 -3.27 1.91
189 H 8.87 -3.33 3.50
190 H 9.96 -1.96 3.11
191 C -7.67 4.11 -4.51
192 O -6.60 3.54 -3.80
193 C -5.53 3.43 -4.72
194 C -4.53 2.71 -3.85
195 O -4.85 1.36 -3.86
196 C -3.90 0.66 -3.08
197 C -4.36 -0.74 -2.97
198 O -3.92 -1.50 -4.11
199 C -4.31 -2.82 -4.03
200 H -8.09 3.41 -5.27
201 H -7.30 5.02 -5.03
202 H -8.40 4.33 -3.74
203 H -5.21 4.45 -4.94
204 H -5.77 2.84 -5.61
205 H -4.57 3.13 -2.79
206 H -3.47 2.79 -4.16
207 H -3.83 1.18 -2.11
208 H -2.91 0.66 -3.55
209 H -5.45 -0.73 -2.91
210 H -3.98 -1.29 -2.13
211 H -3.98 -3.29 -3.09
212 H -3.90 -3.30 -4.91
213 H -5.42 -2.88 -4.04
214 C -4.22 -7.58 1.03
215 C -4.82 -7.03 -0.27
216 O -3.69 -6.41 -0.89
217 S -2.34 -6.43 -0.09
218 O -1.69 -5.19 -0.04
219 O -1.56 -7.55 -0.41
220 O -3.09 -6.72 1.24
221 H -3.89 -8.60 0.85
222 H -4.88 -7.53 1.88
223 H -5.51 -6.18 -0.10
224 H -5.32 -7.82 -0.84
225 C -0.59 -0.97 6.64
226 C -1.56 -1.63 5.69
227 O -1.19 -1.07 4.42
228 S -0.41 0.31 4.54
229 O -1.17 1.38 4.03
230 O 0.88 0.17 4.03
231 O -0.48 0.34 6.09
232 H 0.37 -1.51 6.54
233 H -0.84 -0.84 7.69
234 H -2.60 -1.30 5.84
235 H -1.51 -2.71 5.70
236 C -2.16 3.77 2.23
237 C -3.07 4.72 1.48
238 O -4.19 5.01 2.28
239 S -3.91 4.81 3.80
240 O -4.98 4.08 4.32
241 O -3.61 6.02 4.43
242 O -2.56 4.04 3.61
243 H -1.11 3.91 1.99
244 H -2.53 2.76 2.08
245 H -3.46 4.35 0.56
246 H -2.46 5.62 1.30
247 C 0.96 -5.63 1.89
248 C 2.02 -6.18 2.81
249 O 1.48 -5.89 4.11
250 S 0.35 -4.75 4.13
251 O 0.92 -3.47 4.03
252 O -0.54 -4.98 5.19
253 O -0.19 -5.24 2.77
254 H 0.49 -6.37 1.25
255 H 1.27 -4.76 1.33
256 H 2.93 -5.64 2.65
257 H 2.16 -7.24 2.71

Results
Strongest force on any atom (eV Å⁻¹): 3.54
LUMO (eV): -0.06
Frontier orbital gap (eV): 9.07
Highest occupied orbital energy (eV): -9.1

=====

# 4
The following is a quantum chemistry calculation of an isolated molecule of C22H38N2, from OMol25.

CARTESIAN COORDINATES (ANGSTROEM)
1 C -2.93 0.14 -5.89
2 C -2.15 0.98 -4.93
3 C -0.89 0.70 -4.63
4 C -0.02 1.47 -3.68
5 H -0.43 2.46 -3.50
6 H 0.98 1.58 -4.10
7 C 0.10 0.72 -2.33
8 C 0.99 1.46 -1.38
9 C 2.21 1.02 -1.09
10 C 3.21 1.69 -0.20
11 N 4.22 0.83 0.40
12 H 4.63 0.23 -0.31
13 C 3.85 0.05 1.56
14 C 3.02 -1.24 1.32
15 N 1.60 -1.08 1.14
16 H 1.42 -0.36 0.43
17 C 0.84 -0.78 2.34
18 H 1.41 -0.14 3.04
19 C 0.48 -2.08 3.08
20 C -0.40 -2.95 2.19
21 C -1.69 -2.21 1.85
22 C -1.34 -0.93 1.11
23 C -0.47 -0.05 1.99
24 C -1.22 0.29 3.28
25 C -1.56 -1.00 4.02
26 C -2.44 -1.88 3.14
27 H -2.70 -2.80 3.67
28 H -3.37 -1.36 2.90
29 C -0.27 -1.74 4.37
30 H 0.35 -1.12 5.02
31 H -0.51 -2.66 4.91
32 H -2.10 -0.75 4.95
33 H -0.60 0.94 3.91
34 H -2.13 0.84 3.04
35 H -0.22 0.88 1.46
36 H -2.26 -0.39 0.84
37 H -0.81 -1.17 0.19
38 H -2.32 -2.85 1.22
39 H 0.15 -3.18 1.27
40 H -0.62 -3.90 2.69
41 H 1.40 -2.62 3.33
42 H 3.18 -1.92 2.16
43 H 3.41 -1.74 0.42
44 H 3.31 0.71 2.24
45 H 4.79 -0.24 2.05
46 H 3.75 2.44 -0.79
47 H 2.71 2.22 0.62
48 H 2.57 0.11 -1.57
49 C 0.42 2.73 -0.81
50 H -0.66 2.74 -0.90
51 H 0.70 2.86 0.23
52 H 0.82 3.59 -1.36
53 H 0.50 -0.28 -2.52
54 H -0.90 0.60 -1.90
55 H -0.42 -0.17 -5.08
56 C -2.90 2.15 -4.35
57 H -2.82 2.17 -3.27
58 H -2.49 3.09 -4.74
59 H -3.95 2.10 -4.62
60 H -2.32 -0.67 -6.30
61 H -3.80 -0.30 -5.40
62 H -3.29 0.75 -6.72

Results
Strongest force on any atom (eV Å⁻¹): 0.46
SMILES string: CC(C)=CCC/C(C)=C/CNCCN[C@H]1[C@@H]2C[C@H]3C[C@@H](C2)C[C@@H]1C3
LUMO (eV): 0.74
Frontier orbital gap (eV): 8.73
Energy relative to the best compared isomer or geometry (same formula, charge and spin) (kcal per mole): 6.22
Highest occupied orbital energy (eV): -8.0

=====

# 5
The following is a quantum chemistry calculation of a structure of composition C32H43N9OSTl in a non-equilibrium geometry, from OMol25.

CARTESIAN COORDINATES (ANGSTROEM)
1 Tl -0.19 -0.12 0.06
2 C 4.41 0.61 4.98
3 C 3.56 0.91 3.81
4 C 2.58 1.94 3.84
5 C 1.84 2.25 2.72
6 C 1.97 1.56 1.47
7 N 1.09 1.79 0.43
8 C 0.76 3.07 0.08
9 C 1.69 4.14 0.27
10 C 1.45 5.46 -0.06
11 C 0.19 5.91 -0.50
12 C -0.07 7.37 -0.75
13 C -0.75 4.91 -0.70
14 C -0.48 3.53 -0.50
15 N -1.48 2.67 -0.97
16 C -2.82 2.97 -1.02
17 C -3.46 1.97 -1.70
18 C -2.43 1.06 -2.08
19 N -1.24 1.53 -1.63
20 C 2.96 0.53 1.46
21 C 3.77 0.27 2.60
22 N 3.25 -0.28 0.37
23 C 4.49 -0.73 -0.06
24 C 4.29 -1.60 -1.10
25 C 2.88 -1.61 -1.29
26 N 2.28 -0.78 -0.42
27 H 4.51 1.49 5.61
28 H 5.39 0.23 4.66
29 H 3.97 -0.15 5.61
30 H 2.40 2.51 4.77
31 H 1.12 3.06 2.73
32 H 2.63 3.86 0.72
33 H 2.26 6.19 0.01
34 H 0.48 8.02 -0.06
35 H -1.13 7.57 -0.69
36 H 0.27 7.67 -1.75
37 H -1.74 5.14 -1.07
38 H -3.26 3.89 -0.58
39 H -4.54 1.90 -1.86
40 H -2.49 0.13 -2.64
41 H 4.57 -0.47 2.47
42 H 5.42 -0.40 0.39
43 H 5.04 -2.20 -1.62
44 H 2.31 -2.10 -2.07
45 N -0.92 -1.64 -2.26
46 C -0.54 -2.14 -3.27
47 N -0.32 -2.74 -4.40
48 C -1.21 -3.84 -4.81
49 C -0.35 -5.07 -5.10
50 C 0.70 -4.75 -6.16
51 C 1.55 -3.50 -5.77
52 C 0.66 -2.31 -5.40
53 H -1.78 -3.54 -5.73
54 H -1.91 -4.04 -4.01
55 H -0.99 -5.90 -5.41
56 H 0.09 -5.41 -4.17
57 H 0.24 -4.57 -7.14
58 H 1.42 -5.57 -6.32
59 H 2.22 -3.19 -6.58
60 H 2.19 -3.75 -4.92
61 H 0.12 -1.90 -6.26
62 H 1.23 -1.50 -4.95
63 C -4.21 -2.76 2.91
64 N -3.26 -2.21 1.98
65 C -3.75 -1.97 0.66
66 C -1.92 -2.23 2.29
67 S -0.79 -2.86 1.16
68 N -1.55 -1.69 3.48
69 C -0.28 -2.04 4.05
70 C -2.40 -0.91 4.35
71 H -4.92 -3.38 2.34
72 H -4.82 -1.99 3.38
73 H -3.71 -3.36 3.70
74 H -4.66 -1.39 0.74
75 H -3.96 -2.90 0.12
76 H -3.00 -1.46 0.05
77 H 0.37 -2.45 3.26
78 H -0.39 -2.77 4.86
79 H 0.21 -1.16 4.47
80 H -3.14 -0.31 3.79
81 H -1.76 -0.17 4.89
82 H -2.92 -1.48 5.09
83 C -1.87 1.87 2.25
84 O -1.75 0.89 1.24
85 H -2.84 1.77 2.73
86 H -1.77 2.92 1.85
87 H -1.10 1.78 3.04

Results
Total charge: +1
Strongest force on any atom (eV Å⁻¹): 3.39
LUMO (alpha / beta) (eV): -4.45 / -4.44
Frontier orbital gap (alpha / beta) (eV): 4.51 / 4.51
Energy relative to the best compared isomer or geometry (same formula, charge and spin) (kcal per mole): 17.84
Highest occupied orbital energy (alpha / beta) (eV): -9.0 / -9.0

=====

# 6
The following is a quantum chemistry calculation of a cluster of 2 separate species, C4H10O in total in a non-equilibrium geometry, from OMol25.

CARTESIAN COORDINATES (ANGSTROEM)
1 C 1.14 -1.18 0.79
2 C 0.76 0.03 1.22
3 C 0.57 -1.80 -0.50
4 C -0.33 1.00 0.60
5 H 1.85 -1.85 1.29
6 H 1.40 0.36 2.05
7 H 0.43 -2.88 -0.33
8 H 1.23 -1.66 -1.37
9 H -0.41 -1.35 -0.73
10 H -1.32 0.69 0.96
11 H -0.29 0.83 -0.49
12 H -0.21 2.08 0.78
13 O -1.93 2.02 -1.21
14 H -1.45 1.16 -1.18
15 H -1.43 2.55 -1.88

Results
Strongest force on any atom (eV Å⁻¹): 2.56
SMILES string: C/C=C\C.O
LUMO (eV): 0.85
Frontier orbital gap (eV): 10.17
Energy relative to the best compared isomer or geometry (same formula, charge and spin) (kcal per mole): 38.51
Highest occupied orbital energy (eV): -9.3

=====

# 7
The following is a quantum chemistry calculation of a cluster of 4 separate species, C22H21F3NOS2 in total in a non-equilibrium geometry, from OMol25.

CARTESIAN COORDINATES (ANGSTROEM)
1 S 2.27 -1.23 1.23
2 C 2.55 0.17 0.71
3 N 2.79 1.30 0.24
4 S 1.75 2.52 0.73
5 C 0.16 2.09 0.04
6 C -0.77 1.35 1.02
7 C -1.49 0.05 0.47
8 O -2.04 1.53 0.71
9 H 1.52 2.28 2.04
10 H -0.37 3.02 -0.15
11 H 0.31 1.50 -0.86
12 H -0.44 1.30 2.06
13 H -2.34 -0.30 -0.11
14 H -0.81 0.03 -0.42
15 F 1.50 -4.36 1.32
16 C 2.47 -5.28 1.03
17 C 2.16 -6.32 0.19
18 C 3.16 -7.24 -0.11
19 C 4.42 -7.11 0.45
20 C 4.70 -6.05 1.30
21 C 3.72 -5.12 1.59
22 H 1.17 -6.40 -0.23
23 H 2.94 -8.07 -0.77
24 H 5.19 -7.84 0.22
25 H 5.68 -5.95 1.74
26 H 3.92 -4.28 2.26
27 F 1.84 4.39 -1.48
28 C 2.12 4.19 -2.80
29 C 2.60 2.95 -3.20
30 C 2.87 2.75 -4.54
31 C 2.66 3.77 -5.46
32 C 2.18 5.00 -5.03
33 C 1.90 5.22 -3.69
34 H 2.76 2.17 -2.46
35 H 3.24 1.79 -4.87
36 H 2.87 3.61 -6.50
37 H 2.02 5.80 -5.74
38 H 1.52 6.17 -3.33
39 F -6.90 -0.76 4.65
40 C -6.48 0.07 3.67
41 C -5.14 0.09 3.35
42 C -4.71 0.94 2.34
43 C -5.61 1.75 1.68
44 C -6.96 1.71 2.02
45 C -7.40 0.86 3.02
46 H -4.45 -0.55 3.89
47 H -3.66 0.97 2.07
48 H -5.28 2.41 0.89
49 H -7.67 2.34 1.51
50 H -8.44 0.81 3.30

Results
Total charge: +1
Strongest force on any atom (eV Å⁻¹): 3.24
LUMO (eV): -4.85
Frontier orbital gap (eV): 6.08
Highest occupied orbital energy (eV): -10.9